Entry 1:
A molecular structure, C71H64GeInN9O7P2S3Se2 at a distorted geometry. Source: the OMol25 dataset; level of theory: ωB97M-V with the def2-TZVPD basis set.

Results
- HOMO-LUMO gap: 6.04 eV
- Highest occupied orbital energy: -2.52 eV
- LUMO energy: 3.52 eV
- Multiplicity: 1
- Net charge: -2
- Energy: -12710.830564 hartree
- Relative energy (zero: lowest compared OMol25 entry of this formula, charge and spin): 57.33 kcal per mole

Each line ends with the Löwdin charge.
Geometry (Å):
In 1.42596 0.65209 1.90584  0.89
N 0.46096 4.64779 3.96834  0.17
C 0.93216 3.68379 3.13194  -0.56
O 0.22556 3.18509 2.28194  0.01
C 2.40436 3.37019 3.26264  -0.22
C 2.62356 1.87499 3.35494  -0.21
H -0.54074 4.75479 4.01364  0.11
H 0.97886 4.89019 4.79624  0.09
H 2.82076 3.88699 4.13424  0.10
H 2.89946 3.75049 2.36344  0.08
H 2.37866 1.48209 4.33974  0.04
H 3.65146 1.60819 3.11364  0.04
Se -0.05434 3.78699 -4.75466  0.38
P -0.51744 4.22399 -2.75086  0.58
C -2.31574 4.44549 -2.57786  -0.35
C -3.13034 3.79529 -1.66396  -0.07
C -4.48824 4.06859 -1.65306  -0.08
C -5.03004 4.98129 -2.54006  -0.10
C -4.21184 5.63369 -3.44996  -0.09
C -2.85924 5.36379 -3.47076  -0.12
C 0.02766 5.91279 -2.29196  -0.34
C 0.95596 6.59999 -3.05626  -0.11
C 1.29156 7.90349 -2.73566  -0.08
C 0.67846 8.53239 -1.66496  -0.10
C -0.26204 7.85119 -0.90836  -0.10
C -0.58324 6.54269 -1.21336  -0.09
C 0.04026 3.10239 -1.47626  -0.37
C 1.28016 2.82889 -0.87696  -0.42
N 1.05806 1.80869 -0.03526  -0.04
N -0.21464 1.50139 -0.09336  -0.03
N -0.83754 2.23939 -0.94386  0.03
P 2.88676 3.52419 -1.20556  0.57
Se 4.50766 2.70789 -0.13386  0.35
C 3.03716 3.29349 -3.00686  -0.35
C 2.70316 2.00679 -3.41916  -0.12
C 2.78246 1.65729 -4.75176  -0.09
C 3.20906 2.58879 -5.68236  -0.11
C 3.55556 3.86549 -5.27296  -0.12
C 3.47616 4.22389 -3.93836  -0.12
C 2.85816 5.27559 -0.70106  -0.35
C 1.96476 5.67589 0.28394  -0.09
C 2.09006 6.92239 0.86984  -0.09
C 3.10566 7.77709 0.47824  -0.10
C 4.01116 7.37309 -0.48856  -0.09
C 3.90276 6.12159 -1.06166  -0.11
H -2.70064 3.07189 -0.98726  0.07
H -5.12094 3.55649 -0.94296  0.10
H -6.09324 5.17859 -2.53376  0.09
H -4.62774 6.34889 -4.14566  0.10
H -2.20944 5.84669 -4.19046  0.08
H 1.39086 6.10859 -3.91626  0.06
H 2.02326 8.43649 -3.32746  0.10
H 0.92846 9.55719 -1.42296  0.10
H -0.74564 8.34429 -0.07636  0.10
H -1.31274 6.00459 -0.62426  0.12
H 2.31896 1.28889 -2.70686  0.08
H 2.46746 0.67029 -5.05036  0.11
H 3.25206 2.32839 -6.73016  0.10
H 3.86896 4.60009 -6.00196  0.10
H 3.72196 5.23149 -3.63746  0.09
H 1.17936 5.00239 0.60054  0.10
H 1.39326 7.22069 1.63904  0.11
H 3.20706 8.74809 0.94154  0.10
H 4.82146 8.02609 -0.78146  0.10
H 4.65026 5.77729 -1.76146  0.10
C -0.19204 -7.27961 4.16774  -0.06
C 0.58586 -5.99291 4.18984  -0.28
C 1.86426 -5.95421 4.73904  -0.05
C 2.58986 -4.77321 4.76164  -0.06
C 2.02706 -3.62141 4.24484  -0.25
C 0.76276 -3.64591 3.69504  -0.05
C 0.04426 -4.82891 3.65464  -0.03
S 2.85646 -2.02381 4.41064  0.61
O 2.12966 -1.32521 5.44134  -0.31
O 4.24746 -2.30721 4.72654  -0.33
N 2.66786 -1.20201 3.04444  -0.13
C 3.37106 -1.46411 1.94674  -0.42
C 4.26636 -2.54141 1.77254  -0.01
C 4.87696 -2.72011 0.55884  -0.07
C 4.59376 -1.84651 -0.49196  -0.09
C 3.73136 -0.80101 -0.24006  -0.18
N 3.15026 -0.60701 0.93084  0.05
H 0.06616 -7.90731 5.02074  0.07
H 0.03026 -7.83991 3.25824  0.08
H -1.26174 -7.08301 4.17874  0.07
H 2.28566 -6.86051 5.15814  0.10
H 3.57806 -4.71901 5.19534  0.11
H 0.35076 -2.72161 3.32594  0.08
H -0.94564 -4.83811 3.22044  0.11
H 4.46696 -3.17611 2.61814  0.09
H 5.57186 -3.53811 0.41974  0.10
H 5.04116 -1.97631 -1.46476  0.10
H 3.49856 -0.07341 -1.00806  0.08
N -1.66114 -5.37701 7.00644  0.09
C -1.76054 -4.18031 6.29334  -0.34
C -2.83314 -3.95761 5.43094  -0.04
C -2.93974 -2.75781 4.75344  -0.09
C -1.98124 -1.77911 4.93304  -0.29
C -0.92204 -1.97601 5.79864  -0.06
C -0.81424 -3.17411 6.47754  -0.03
S -2.11544 -0.22591 4.03334  0.58
O -1.94474 0.83109 5.00174  -0.32
O -3.37664 -0.23831 3.33174  -0.33
N -0.84714 -0.17601 3.01544  -0.10
C -0.76844 -1.04981 2.04954  -0.77
S -1.87374 -2.33731 1.68184  1.05
C -0.78894 -2.99421 0.36064  -0.45
C 0.26956 -1.92561 0.18014  -0.41
N 0.29776 -1.05441 1.29434  -0.03
H -2.14474 -6.14291 6.56014  0.07
H -0.71134 -5.61561 7.25344  0.08
H -3.56954 -4.73671 5.28254  0.11
H -3.74434 -2.56611 4.06144  0.10
H -0.16694 -1.21411 5.90604  0.10
H 0.02636 -3.34781 7.13314  0.12
H -0.32874 -3.88961 0.78824  0.04
H 1.27326 -2.34481 0.03484  0.14
O 0.62756 -0.15221 -2.81086  0.09
C 0.62586 -1.12951 -2.10106  -0.52
O -0.02874 -1.07931 -0.94656  -0.02
C 1.28006 -2.42171 -2.52846  -0.15
C 0.51316 -3.66421 -2.08536  -0.22
Ge -1.53134 -3.23931 -1.77086  0.96
C -1.66794 -2.82151 -3.79956  -0.24
C -2.02604 -1.57551 -4.29576  -0.10
C -1.94154 -1.27481 -5.64526  -0.09
C -1.49594 -2.23051 -6.54186  -0.13
C -1.16054 -3.49131 -6.07646  -0.12
C -1.25024 -3.77261 -4.72536  -0.14
C -2.32444 -5.08291 -1.78646  -0.25
C -3.41164 -5.38031 -2.59896  -0.12
C -3.93474 -6.65921 -2.66506  -0.10
C -3.37054 -7.67821 -1.91626  -0.12
C -2.28464 -7.40201 -1.10446  -0.11
C -1.77744 -6.11591 -1.04136  -0.11
C -3.07094 -2.02391 -1.20856  -0.27
C -4.20684 -2.63321 -0.69426  -0.15
C -5.27224 -1.89201 -0.21826  -0.11
C -5.22314 -0.51011 -0.25656  -0.11
C -4.09124 0.11209 -0.74746  -0.07
C -3.02174 -0.63751 -1.20616  -0.11
H 2.31466 -2.41731 -2.16446  0.10
H 1.31106 -2.36861 -3.62026  0.12
H 0.95026 -4.09101 -1.18236  0.05
H 0.61346 -4.42101 -2.86376  0.05
H -2.37664 -0.81871 -3.61066  0.08
H -2.21304 -0.28681 -5.99716  0.10
H -1.40654 -1.99401 -7.59646  0.09
H -0.81964 -4.25221 -6.77196  0.09
H -0.99494 -4.76481 -4.37136  0.09
H -3.84594 -4.58901 -3.19486  0.10
H -4.78384 -6.86771 -3.30426  0.09
H -3.77254 -8.68301 -1.96876  0.09
H -1.83064 -8.19431 -0.52166  0.09
H -0.93254 -5.90301 -0.40226  0.09
H -4.24214 -3.71351 -0.64896  0.08
H -6.13644 -2.39491 0.19914  0.09
H -6.04904 0.07709 0.12674  0.09
H -4.03114 1.19079 -0.76226  0.08
H -2.13064 -0.12431 -1.53286  0.08

Entry 2:
4 unconnected molecules or ions with the total composition C71H73O14PS2 at a distorted geometry. Source: the OMol25 dataset; level of theory: ωB97M-V with the def2-TZVPD basis set.

Results
- HOMO-LUMO gap: 8.15 eV
- Highest occupied orbital energy: -9.21 eV
- LUMO energy: -1.06 eV
- Multiplicity: 1
- SMILES string: CCOP(=O)(CCC[C@@H]1C[C@@H](S)[C@](CCCCCCCCOC(C)=O)(CCc2ccccc2)S(=O)(=O)O1)OCC.O=C1c2ccccc2C(=O)c2ccccc21.O=C1c2ccccc2C(=O)c2ccccc21.O=C1c2ccccc2C(=O)c2ccccc21
- Energy: -4940.561309 hartree

Each line ends with the Löwdin charge.
Geometry (Å):
C 8.20316 -1.67228 3.44922  -0.06
C 6.88066 -0.91013 3.41165  -0.23
O 6.45320 -0.73056 2.03950  -0.19
P 7.05574 0.45911 1.17913  0.47
O 8.15809 0.05262 0.29151  -0.27
C 5.65774 1.11364 0.26903  -0.20
C 4.29708 0.95072 0.99429  -0.20
C 3.27308 1.93995 0.42755  -0.14
C 1.85420 1.38111 0.31543  -0.32
C 1.10596 2.09990 -0.78810  -0.18
C -0.40662 1.87582 -0.84216  -0.58
S -0.81814 0.34587 -1.73704  0.81
C -1.09827 2.10152 0.54917  -0.45
C -2.56166 1.66012 0.50307  -0.19
C -3.45158 2.10063 1.66038  -0.17
C -4.90294 2.28023 1.15663  -0.21
C -5.97353 1.86480 2.15651  -0.20
C -7.37702 1.95191 1.51358  -0.20
C -8.18458 0.64779 1.61405  -0.18
C -9.70185 0.93213 1.69378  -0.16
C -10.27098 0.60265 3.06625  -0.17
O -10.65603 -0.79771 3.08219  -0.05
C -11.83839 -0.99865 3.74107  -0.57
C -11.68806 -1.30369 5.19713  0.02
O -12.87115 -0.95125 3.17266  0.15
C -0.97888 3.62850 0.82352  -0.12
C -0.51618 4.09483 2.20542  -0.15
C -0.68865 5.59674 2.31631  -0.23
C -1.94375 6.11565 2.67186  -0.04
C -2.12997 7.49328 2.80158  -0.08
C -1.05658 8.35636 2.58619  -0.09
C 0.19124 7.84743 2.21827  -0.08
C 0.37605 6.46649 2.08757  -0.04
S -0.24087 1.06212 1.72358  0.65
O -0.72999 1.25484 3.04681  -0.22
O -0.25139 -0.28843 1.23891  -0.28
O 1.25058 1.58403 1.62696  -0.18
O 7.47563 1.64904 2.15284  -0.21
C 8.87591 1.77403 2.48428  -0.26
C 9.00762 2.45739 3.83170  -0.06
H 8.75920 -1.41524 4.34458  0.08
H 8.76717 -1.48292 2.54403  0.05
H 7.97426 -2.73166 3.46274  0.08
H 6.90184 0.02270 3.96490  0.10
H 6.10708 -1.51976 3.86322  0.12
H 5.79794 2.18014 0.12347  0.10
H 5.59943 0.66363 -0.71661  0.10
H 3.95121 -0.07450 0.94689  0.11
H 4.48117 1.21648 2.03153  0.11
H 3.55807 2.27051 -0.56874  0.12
H 3.21981 2.82093 1.06148  0.13
H 1.92207 0.31261 0.14364  0.14
H 1.32277 3.16428 -0.72882  0.12
H 1.51726 1.71973 -1.71744  0.10
H -0.82639 2.67036 -1.45272  0.10
H -1.27637 -0.51109 -0.82266  -0.14
H -2.96981 1.99777 -0.44612  0.12
H -2.60353 0.57587 0.47448  0.10
H -3.14503 3.05077 2.08859  0.09
H -3.47550 1.37237 2.46387  0.11
H -5.05576 3.31427 0.84932  0.12
H -5.01792 1.68521 0.25100  0.11
H -5.77338 0.84159 2.45820  0.11
H -5.93091 2.54745 2.99993  0.11
H -7.30277 2.26813 0.47710  0.11
H -7.92576 2.72630 2.04568  0.10
H -7.87115 0.09373 2.49034  0.10
H -8.01519 0.05639 0.71914  0.10
H -10.26100 0.37090 0.95526  0.11
H -9.91155 1.98676 1.53615  0.11
H -11.12801 1.23252 3.29110  0.13
H -9.51161 0.73155 3.83560  0.12
H -11.50888 -2.36777 5.30312  0.09
H -10.83814 -0.75502 5.58732  0.08
H -12.59333 -1.01456 5.71102  0.09
H -0.32215 4.08684 0.09262  0.11
H -1.95848 4.06902 0.65860  0.12
H 0.52687 3.87167 2.40008  0.11
H -1.12803 3.65363 2.98186  0.10
H -2.75999 5.43199 2.85294  0.11
H -3.10013 7.87249 3.08195  0.10
H -1.20119 9.41817 2.70941  0.10
H 1.01346 8.52584 2.05611  0.10
H 1.34673 6.08346 1.81124  0.11
H 9.40741 2.31958 1.71477  0.12
H 9.31950 0.78723 2.55384  0.09
H 8.14984 2.22404 4.45306  0.07
H 9.90703 2.11251 4.32765  0.08
H 9.05770 3.53709 3.72986  0.07
O -2.92590 2.19236 -8.38499  0.11
C -2.59340 3.10393 -7.65822  -0.28
C -1.55891 2.90493 -6.60270  -0.08
C -0.95756 1.65922 -6.47048  0.00
C 0.02571 1.46572 -5.51684  -0.05
C 0.41620 2.51720 -4.69356  -0.07
C -0.18836 3.75585 -4.81126  0.00
C -1.18201 3.95361 -5.76164  -0.08
C -1.83533 5.28956 -5.86001  -0.28
O -1.54352 6.18345 -5.09338  0.11
C -2.85342 5.49476 -6.92849  -0.08
C -3.45102 6.74122 -7.06270  0.00
C -4.37851 6.95753 -8.06708  -0.06
C -4.71305 5.92957 -8.94242  -0.06
C -4.12898 4.68218 -8.80595  0.00
C -3.20098 4.45806 -7.79749  -0.08
H -1.26353 0.84864 -7.11683  0.12
H 0.49377 0.49601 -5.41283  0.11
H 1.19353 2.36571 -3.95633  0.09
H 0.10634 4.57605 -4.17063  0.12
H -3.18336 7.53655 -6.38126  0.12
H -4.84113 7.92982 -8.17224  0.11
H -5.43259 6.10353 -9.73134  0.11
H -4.38749 3.87801 -9.48053  0.12
O 10.71840 -8.02070 -0.88002  0.10
C 10.98469 -7.20715 -0.02043  -0.28
C 11.76811 -7.59878 1.18700  -0.08
C 12.21362 -8.90857 1.30831  0.00
C 12.96964 -9.28225 2.40585  -0.06
C 13.28537 -8.34875 3.38753  -0.06
C 12.83217 -7.04549 3.27857  0.00
C 12.06874 -6.66631 2.18201  -0.08
C 11.57521 -5.26223 2.09062  -0.28
O 11.79202 -4.46686 2.98135  0.10
C 10.81232 -4.86612 0.87425  -0.08
C 10.37279 -3.55563 0.74775  0.00
C 9.68208 -3.15739 -0.38463  -0.04
C 9.43100 -4.07420 -1.40047  -0.05
C 9.85854 -5.38586 -1.27804  0.00
C 10.54614 -5.78899 -0.14043  -0.09
H 11.96806 -9.62755 0.53931  0.12
H 13.31853 -10.30232 2.49708  0.11
H 13.88508 -8.64085 4.23935  0.11
H 13.06915 -6.31583 4.04017  0.12
H 10.57253 -2.84214 1.53487  0.11
H 9.34050 -2.13262 -0.47438  0.09
H 8.89816 -3.76255 -2.28896  0.11
H 9.66265 -6.10266 -2.06327  0.12
O -5.94458 -2.45310 -0.92184  0.10
C -6.16519 -3.64002 -1.05290  -0.28
C -5.06148 -4.59766 -1.34869  -0.08
C -3.76386 -4.11548 -1.44743  0.00
C -2.71591 -4.98963 -1.67921  -0.05
C -2.96423 -6.35181 -1.81462  -0.06
C -4.25909 -6.83619 -1.73269  0.00
C -5.31330 -5.96204 -1.50281  -0.08
C -6.70321 -6.49675 -1.42678  -0.28
O -6.92980 -7.67340 -1.61147  0.11
C -7.80395 -5.54315 -1.10585  -0.08
C -9.10186 -6.02185 -0.98676  0.00
C -10.13042 -5.15599 -0.65487  -0.05
C -9.86826 -3.80710 -0.43944  -0.05
C -8.57819 -3.32279 -0.57156  0.00
C -7.54349 -4.18504 -0.90856  -0.08
H -3.58434 -3.05476 -1.34057  0.12
H -1.70427 -4.61320 -1.75236  0.11
H -2.14433 -7.03642 -1.98635  0.11
H -4.45752 -7.89329 -1.84170  0.12
H -9.29928 -7.07229 -1.14892  0.12
H -11.14002 -5.53246 -0.55781  0.11
H -10.67186 -3.13489 -0.16886  0.11
H -8.36837 -2.27488 -0.40896  0.11

Among the records above, which one has the highest HOMO-LUMO gap?
C71H73O14PS2

The highest highest occupied orbital energy belongs to which entry?
C71H64GeInN9O7P2S3Se2

Number 2 is which compound?
C71H73O14PS2

Which of these has the lowest energy?
C71H64GeInN9O7P2S3Se2